C57H108F3N5O17 | ωB97M-V with the def2-TZVPD basis set

Each line ends with the Mulliken charge.
Element x y z (Å)
C: -2.37593 9.34274 3.13696  -1.85
C: -2.42417 7.85069 2.76824  1.63
C: -2.95976 7.62105 1.33411  -1.13
C: -1.98392 7.99511 0.19530  -0.72
C: -0.67711 7.18460 0.38843  -1.53
C: -0.09250 7.28616 1.78234  1.74
N: -1.03381 7.13626 2.88773  0.20
O: -0.58211 7.09116 4.15946  -0.41
C: 1.08148 6.24522 1.95820  -1.79
C: 0.50206 8.73771 1.85599  -1.75
C: -3.42598 7.09063 3.61433  -2.04
H: -1.71379 9.41177 4.00003  0.37
H: -3.39243 9.63778 3.39729  0.49
H: -2.01585 10.03813 2.37875  0.28
H: -3.26381 6.57923 1.23277  0.39
H: -3.80560 8.28828 1.16842  0.38
H: -1.88957 9.04904 -0.06627  0.39
H: -2.55734 7.72827 -0.69244  0.43
H: 0.11553 7.19847 -0.35965  0.48
H: -1.02231 6.15301 0.31943  0.42
H: 1.88870 6.59756 2.60034  0.39
H: 0.70658 5.39203 2.52355  0.40
H: 1.50589 5.88972 1.01927  0.40
H: 1.58506 8.79908 1.74902  0.47
H: 0.25529 9.45087 1.06947  0.29
H: 0.45345 9.18908 2.84695  0.39
H: -4.50429 7.24981 3.61187  0.34
H: -3.06766 7.15485 4.64175  0.47
H: -3.27700 6.02875 3.41860  0.47
H: -0.87533 6.19474 4.33848  0.39
C: 2.15505 2.70381 -8.73528  -1.42
C: 1.09711 3.89019 -8.83899  1.03
C: 0.41432 3.88656 -10.21021  -1.16
C: -0.77660 2.84597 -10.34162  -0.82
C: -1.80076 3.01444 -9.18130  -1.11
C: -1.14253 3.03615 -7.81597  1.51
N: 0.07935 3.83917 -7.79482  0.29
O: 0.56722 4.26125 -6.58781  -0.42
C: -2.20130 3.59108 -6.78278  -1.83
C: -0.75261 1.54259 -7.50211  -1.75
C: 1.93792 5.26138 -8.91542  -1.74
H: 2.61598 2.52921 -7.76309  0.31
H: 2.97965 2.80354 -9.44111  0.41
H: 1.56291 1.81541 -8.95488  0.39
H: 0.19164 4.85596 -10.65606  0.48
H: 1.22079 3.53103 -10.85155  0.40
H: -0.31829 1.85723 -10.36287  0.31
H: -1.26233 2.94499 -11.31237  0.40
H: -2.47100 2.17163 -9.35025  0.41
H: -2.44764 3.87007 -9.37508  0.42
H: -2.47166 4.63158 -6.96267  0.44
H: -3.20006 3.15641 -6.82343  0.42
H: -1.82253 3.49928 -5.76484  0.37
H: -0.47842 0.86596 -8.31148  0.32
H: 0.02297 1.52334 -6.73647  0.31
H: -1.62055 1.05920 -7.05365  0.50
H: 1.38720 6.12789 -9.28143  0.40
H: 2.87023 5.28804 -9.47951  0.38
H: 2.35654 5.59355 -7.96542  0.38
H: 1.22442 3.59705 -6.36748  0.37
C: -9.00495 4.66738 -2.15168  -1.62
C: -9.15749 3.16294 -1.79572  1.47
C: -9.86742 3.13308 -0.43582  -1.19
C: -11.36376 3.33729 -0.47241  -0.65
C: -11.90534 2.31184 -1.35672  -1.23
C: -11.32072 2.22361 -2.82472  1.70
N: -9.85720 2.32678 -2.78805  0.06
O: -9.19198 2.25225 -4.03028  -0.43
C: -11.66698 0.87486 -3.36662  -2.02
C: -11.95530 3.29147 -3.77376  -1.61
C: -7.74570 2.58354 -1.62762  -1.88
H: -9.94508 5.02289 -2.57343  0.31
H: -8.13028 4.89635 -2.76047  0.44
H: -8.77174 5.21734 -1.23995  0.37
H: -9.74664 2.16378 0.04790  0.38
H: -9.58465 3.88391 0.30200  0.41
H: -11.50187 4.35127 -0.84775  0.33
H: -11.81260 3.25256 0.51728  0.37
H: -12.97566 2.47825 -1.47847  0.43
H: -11.84441 1.34991 -0.84774  0.40
H: -11.32600 0.02129 -2.78073  0.43
H: -12.75060 0.78308 -3.44030  0.41
H: -11.23083 0.78449 -4.36147  0.40
H: -11.79719 3.10010 -4.83511  0.42
H: -13.03478 3.30466 -3.62326  0.40
H: -11.56079 4.28661 -3.56842  0.32
H: -7.69210 1.58982 -1.18296  0.38
H: -7.18468 3.15865 -0.89101  0.41
H: -7.25185 2.57858 -2.59931  0.40
H: -9.32547 3.14813 -4.34842  0.38
C: 9.19201 -3.89298 -6.54209  -1.79
C: 7.71485 -3.69980 -6.69531  1.45
C: 6.96081 -5.04932 -6.64693  -1.14
C: 6.66578 -5.43059 -5.14138  -0.69
C: 5.87676 -4.35270 -4.44895  -1.12
C: 6.67522 -2.98133 -4.42470  1.42
N: 7.06006 -2.69094 -5.76237  0.40
O: 7.65976 -1.44928 -5.84640  -0.48
C: 5.61357 -1.94474 -3.92143  -2.00
C: 7.77611 -3.18816 -3.36825  -1.72
C: 7.55435 -3.20772 -8.19930  -1.85
H: 9.41455 -4.49954 -5.66422  0.36
H: 9.71835 -2.95267 -6.37815  0.41
H: 9.64813 -4.41380 -7.38398  0.44
H: 5.98992 -5.06691 -7.14207  0.41
H: 7.61150 -5.84764 -7.00385  0.37
H: 7.59588 -5.66653 -4.62433  0.33
H: 6.00042 -6.29345 -5.17095  0.38
H: 5.55463 -4.57302 -3.43122  0.49
H: 5.05854 -4.27778 -5.16518  0.35
H: 4.79499 -1.82678 -4.63144  0.40
H: 5.16728 -2.15587 -2.94965  0.40
H: 6.06920 -0.96033 -3.81445  0.49
H: 8.41962 -2.31552 -3.47995  0.42
H: 7.30886 -3.21448 -2.38383  0.43
H: 8.56402 -3.92822 -3.50830  0.26
H: 6.56153 -2.75783 -8.20515  0.48
H: 7.62898 -4.02678 -8.91461  0.38
H: 8.34951 -2.48734 -8.39126  0.37
H: 6.90460 -0.86494 -5.94587  0.35
C: -1.33212 -5.02254 8.25227  -1.87
C: -0.83499 -5.51052 9.62518  1.52
C: -0.02445 -6.81466 9.29977  -1.30
C: 0.93532 -7.40316 10.31519  -0.80
C: 1.89297 -6.18650 10.72251  -1.19
C: 1.11792 -4.89449 11.20691  1.62
N: 0.03026 -4.57135 10.32965  0.22
O: -0.64807 -3.41214 10.68469  -0.42
C: 0.47782 -5.21884 12.59449  -1.78
C: 2.12077 -3.74744 11.27698  -1.96
C: -2.11740 -5.88854 10.44023  -1.69
H: -1.98029 -4.17604 8.47900  0.41
H: -2.01220 -5.79891 7.90180  0.43
H: -0.59272 -4.89870 7.46103  0.38
H: -0.79208 -7.58382 9.21463  0.45
H: 0.32217 -6.94029 8.27401  0.50
H: 1.58763 -8.21993 10.00618  0.38
H: 0.40635 -7.77438 11.19296  0.33
H: 2.39791 -5.86337 9.81217  0.41
H: 2.48818 -6.66570 11.49982  0.44
H: -0.06492 -6.15795 12.70223  0.33
H: 1.27042 -5.31870 13.33605  0.45
H: -0.25937 -4.48192 12.91322  0.37
H: 1.65548 -3.02504 11.94762  0.42
H: 3.11171 -3.91946 11.69716  0.37
H: 2.27657 -3.26358 10.31277  0.40
H: -2.73820 -6.57164 9.86050  0.48
H: -2.72675 -5.02161 10.69565  0.47
H: -1.83401 -6.37161 11.37533  0.31
H: -1.27334 -3.69722 11.35505  0.33
C: 2.23689 0.09923 6.25699  -0.27
C: 2.74297 1.21288 7.24092  -0.28
O: 1.66822 2.12877 7.22937  -0.32
C: 0.59315 1.59101 6.66671  0.72
O: -0.51690 2.15282 6.73960  -0.60
O: 0.89984 0.49460 6.01051  -0.32
H: 2.20813 -0.90710 6.67481  0.27
H: 2.95660 0.16009 5.44064  0.27
H: 3.72515 1.45435 6.83460  0.29
H: 2.88537 0.88991 8.27219  0.24
C: 1.76300 -8.68790 1.00230  -0.34
C: 3.20161 -9.16721 0.72474  0.36
O: 3.37297 -10.31591 1.53046  -0.33
C: 2.26257 -10.55714 2.26442  0.66
O: 2.22941 -11.29313 3.19903  -0.49
O: 1.26235 -9.67490 1.92014  -0.34
F: 4.03838 -8.22802 1.26102  -0.28
H: 1.10225 -8.50063 0.15588  0.26
H: 1.72626 -7.70583 1.47378  0.22
H: 3.55123 -9.43482 -0.27239  0.28
C: 0.08622 -1.46684 0.53360  -0.38
C: -0.80971 -0.46883 -0.27526  0.43
O: -0.96464 -1.12944 -1.50697  -0.29
C: -0.69733 -2.40171 -1.39639  0.74
O: -0.84975 -3.38105 -2.22641  -0.60
O: -0.12277 -2.61242 -0.22180  -0.34
F: -0.12285 0.66068 -0.57169  -0.28
H: -0.22956 -1.79601 1.52356  0.21
H: 1.11940 -1.22974 0.78740  0.26
H: -1.74690 -0.14758 0.17926  0.26
C: 9.25673 -5.53179 3.31474  -0.37
C: 10.12075 -4.37096 3.02823  0.27
O: 9.16063 -3.23657 2.86297  -0.33
C: 7.91156 -3.74419 2.91405  0.69
O: 6.89707 -3.12570 2.64854  -0.57
O: 7.95452 -4.99536 3.22871  -0.31
F: 10.46154 -4.55929 1.75118  -0.27
H: 9.53612 -5.82222 4.32750  0.29
H: 9.53132 -6.37089 2.67552  0.27
H: 11.06082 -4.28648 3.57341  0.32

Properties
- charge = 0
- E_tot (eV) = -111257.8105
- F_max (eV Å⁻¹) = 6.95
- SMILES = CC1(C)CCCC(C)(C)N1O.CC1(C)CCCC(C)(C)N1O.CC1(C)CCCC(C)(C)N1O.CC1(C)CCCC(C)(C)N1O.CC1(C)CCCC(C)(C)N1O.O=C1OC[C@@H](F)O1.O=C1OC[C@@H](F)O1.O=C1OC[C@@H](F)O1.O=C1OCCO1
- lowest unoccupied orbital energy (eV) = 0.03
- gap between HOMO and LUMO (eV) = 7.827

C57H115Br2N13 | ωB97M-V with the def2-TZVPD basis set

Each line ends with the Mulliken charge.
Element x y z (Å)
C: 2.67852 0.92442 27.58643  -1.26
C: 3.11482 0.98409 26.10183  0.44
N: 2.36196 2.03083 25.42778  0.43
C: 2.17021 3.32132 25.85571  -0.24
C: 1.51247 4.01488 24.86801  -0.74
N: 1.03795 3.03202 24.04147  0.10
C: 1.57266 1.83196 24.33052  -0.09
C: 0.17031 3.22132 22.84980  -0.91
H: 3.47120 0.50185 28.20178  0.35
H: 1.82706 0.24496 27.66062  0.37
H: 2.29762 1.84296 28.02928  0.43
H: 2.80657 0.07321 25.59824  0.29
H: 4.15580 1.29657 26.04566  -0.58
H: 2.61752 3.68041 26.76610  0.48
H: 1.22835 5.04881 24.78159  0.48
H: 1.40899 0.89466 23.82505  0.40
H: -0.85822 3.23537 23.20006  0.36
H: 0.35823 2.39334 22.16906  0.34
H: 0.41126 4.10386 22.26133  0.35
C: 5.35671 11.31574 25.69045  -0.91
C: 5.90163 11.90319 26.99968  -0.34
N: 5.99454 10.88867 28.09546  0.11
C: 5.34299 10.99677 29.29437  -0.34
C: 5.50240 9.82751 29.98620  -0.35
N: 6.28108 9.03478 29.18008  0.28
C: 6.48505 9.65552 27.98672  -0.26
C: 6.44456 7.62132 29.44890  -1.00
H: 5.85219 10.42679 25.29797  0.12
H: 5.44559 12.00787 24.85047  0.30
H: 4.28017 11.15299 25.76916  0.38
H: 5.41597 12.82097 27.31132  0.35
H: 6.94296 12.07199 26.71988  0.27
H: 4.77444 11.89331 29.48409  0.44
H: 5.37869 9.67698 31.04638  0.44
H: 7.01868 9.21112 27.16693  0.42
H: 6.25201 6.96133 28.60294  0.35
H: 5.73736 7.30938 30.21396  0.40
H: 7.44896 7.37951 29.79873  0.31
C: 7.32989 12.44164 21.32712  -1.18
C: 7.88659 12.77313 22.75401  -0.26
N: 8.40240 11.50432 23.32304  0.28
C: 9.56842 11.40047 24.05001  -0.66
C: 9.64850 10.08828 24.43525  -0.23
N: 8.58448 9.38094 23.95945  0.39
C: 7.83655 10.28418 23.25411  -0.61
C: 8.25028 7.94687 24.12299  -0.70
H: 8.04057 11.84611 20.76005  0.36
H: 6.90094 13.32102 20.85460  0.42
H: 6.45957 11.78929 21.45830  0.32
H: 7.15468 13.26664 23.38680  0.26
H: 8.75709 13.40517 22.59108  0.36
H: 10.26883 12.19022 24.26683  0.52
H: 10.39149 9.51234 24.96496  0.52
H: 6.93680 9.95933 22.75989  0.46
H: 9.12980 7.34491 24.32867  0.41
H: 7.71640 7.70442 23.20844  0.15
H: 7.57335 7.87400 24.97478  0.21
C: 7.45070 2.37171 32.46142  -1.02
C: 7.15157 2.14360 33.96635  -0.55
N: 5.72611 2.10356 34.23224  0.20
C: 5.10173 1.09224 34.98561  -0.31
C: 3.77673 1.44097 35.02696  -0.37
N: 3.52152 2.56226 34.32306  0.16
C: 4.72974 2.94923 33.87612  -0.22
C: 2.26346 3.17927 33.95198  -0.82
H: 6.94687 1.57018 31.92393  0.37
H: 8.53614 2.36024 32.36038  0.44
H: 7.18232 3.35529 32.07209  0.31
H: 7.62078 2.89649 34.59920  0.32
H: 7.56118 1.17862 34.25680  0.33
H: 5.56362 0.22548 35.42826  0.44
H: 3.04806 0.97512 35.67457  0.44
H: 4.90302 3.67795 33.10161  0.30
H: 2.35321 3.63471 32.97191  0.27
H: 2.09253 3.94323 34.71321  0.36
H: 1.47655 2.44048 34.07934  0.37
C: 16.31459 6.95961 25.08450  -1.16
C: 14.77539 6.82116 25.03858  -0.69
N: 14.29162 5.47200 24.86415  0.29
C: 14.59338 4.72996 23.73975  -0.65
C: 14.26432 3.44798 24.01099  -0.28
N: 13.78655 3.39789 25.28867  0.13
C: 13.69866 4.67965 25.76727  -0.20
C: 13.50656 2.20349 26.08442  -0.67
H: 16.77024 6.82952 24.10282  0.39
H: 16.84650 6.29293 25.76218  0.34
H: 16.55096 7.97395 25.40504  0.38
H: 14.33095 7.47458 24.28572  0.34
H: 14.41064 7.27424 25.96307  0.39
H: 15.16496 5.13382 22.92070  0.52
H: 14.26039 2.48648 23.51950  0.54
H: 13.42495 4.93660 26.77642  0.46
H: 13.11712 1.34626 25.54680  0.26
H: 12.72343 2.46467 26.79910  0.20
H: 14.41443 2.11233 26.67921  0.38
C: 5.01881 -7.99680 24.04579  -1.18
C: 4.35056 -6.91916 24.94168  -0.86
C: 4.75959 -5.51252 24.63820  -0.23
C: 6.20288 -5.16864 25.03192  -0.66
N: 6.48219 -3.65977 25.12223  0.23
C: 5.37890 -2.83389 25.78466  -1.11
C: 6.11286 -1.60186 26.28454  0.72
C: 7.54690 -2.01776 26.64290  0.68
C: 7.66400 -3.38848 26.08865  -1.06
C: 6.77023 -3.17625 23.71391  -0.82
H: 4.62469 -8.07677 23.03458  0.32
H: 4.77777 -8.93604 24.54793  0.37
H: 6.10784 -7.94784 24.05089  0.34
H: 4.65085 -7.20524 25.95636  0.33
H: 3.28511 -7.13810 25.01626  0.41
H: 4.01412 -4.98123 25.24424  0.26
H: 4.50671 -5.17545 23.63003  0.35
H: 7.03959 -5.56111 24.45906  0.47
H: 6.39031 -5.46747 26.06512  0.28
H: 4.60259 -2.61667 25.05788  0.51
H: 5.09877 -3.43811 26.64645  0.45
H: 6.20714 -0.79151 25.55427  -0.71
H: 5.69283 -1.05113 27.13140  0.29
H: 8.27870 -1.29710 26.26586  -0.81
H: 7.83490 -1.96796 27.69532  0.40
H: 8.64003 -3.70874 25.72520  0.49
H: 7.50572 -4.05388 26.94124  0.35
H: 7.62786 -3.70930 23.31716  0.28
H: 6.94034 -2.10918 23.85392  0.40
H: 5.86567 -3.35245 23.13754  0.33
C: 8.96534 4.69875 22.26516  -1.35
C: 10.00001 4.49402 23.40835  -0.53
C: 9.41956 4.37953 24.83704  0.09
C: 8.72563 3.04176 25.04937  -0.59
N: 7.92177 2.95326 26.38422  1.08
C: 8.79472 3.40713 27.52621  -0.34
C: 8.31430 2.60385 28.71645  -0.86
C: 8.02006 1.19103 28.17084  -0.53
C: 7.57881 1.45320 26.70041  0.77
C: 6.65996 3.78262 26.31566  -0.59
H: 8.10027 4.03630 22.22445  0.33
H: 9.50700 4.51537 21.33332  0.45
H: 8.59802 5.71431 22.08780  0.25
H: 10.84168 5.18148 23.51973  0.44
H: 10.52526 3.56379 23.17602  0.42
H: 8.81147 5.25386 25.11155  -0.21
H: 10.22254 4.56767 25.55671  0.33
H: 9.54570 2.34163 25.22882  0.38
H: 7.99135 2.80000 24.27568  -0.11
H: 8.62058 4.47174 27.68250  0.38
H: 9.83187 3.15175 27.31811  0.09
H: 7.41744 3.06683 29.13991  0.08
H: 9.04572 2.60621 29.52474  0.53
H: 7.30381 0.66888 28.80304  0.41
H: 8.95666 0.64104 28.26425  0.46
H: 6.55823 1.35354 26.34009  -0.97
H: 8.19509 0.81038 26.08173  -0.19
H: 5.85174 3.31855 25.76058  -0.07
H: 6.89411 4.82340 26.07085  0.04
H: 6.40128 4.05688 27.34533  0.40
C: 7.14258 -0.27098 17.45614  -1.19
C: 7.32671 1.23159 17.78711  -0.69
C: 6.03163 1.76678 18.40271  -0.28
C: 6.12472 3.27182 18.54813  -1.05
N: 4.86927 3.93930 19.17439  0.50
C: 5.21881 5.43020 19.26734  -0.55
C: 4.32411 5.97063 20.39594  -0.42
C: 3.98704 4.77391 21.31063  0.09
C: 4.66702 3.61412 20.64149  -0.59
C: 3.61207 3.56703 18.43094  -0.80
H: 6.13429 -0.51272 17.12728  0.34
H: 7.20016 -0.83097 18.39284  0.29
H: 7.97862 -0.48342 16.79645  0.37
H: 7.65664 1.72672 16.86805  0.44
H: 8.18942 1.46838 18.41615  0.38
H: 5.95305 1.35583 19.41540  0.29
H: 5.17434 1.40229 17.84178  0.38
H: 6.18633 3.70051 17.54341  0.49
H: 7.05196 3.62156 19.00056  0.29
H: 5.18062 6.04596 18.37018  0.56
H: 6.25086 5.50047 19.60374  0.20
H: 3.53145 6.68831 20.20227  0.40
H: 5.05061 6.57176 20.95618  -0.02
H: 2.90399 4.66448 21.38581  -0.11
H: 4.34715 4.82574 22.33788  0.42
H: 4.16114 2.65405 20.74518  0.42
H: 5.64324 3.38424 21.07307  -0.18
H: 2.75586 3.83765 19.04674  0.33
H: 3.52733 2.48895 18.32374  0.33
H: 3.59965 4.04331 17.45430  0.34
Br: 5.77976 1.06107 23.41576  -0.69
Br: 10.64066 -0.61182 25.60766  -0.67

Properties
- charge = +6
- E_tot (eV) = -220371.0749
- F_max (eV Å⁻¹) = 3.15
- lowest unoccupied orbital energy (eV) = -11.53
- energy relative to the best compared isomer or geometry (same formula, charge and spin) (kcal/mol) = 0.0
- gap between HOMO and LUMO (eV) = 5.016